{
  "formula": "C22H20BCl3F6N2O9RuS2Si",
  "method": "wB97M-V/def2-TZVPD",
  "species": ["Ru", "Cl", "C", "C", "C", "Cl", "C", "O", "C", "Cl", "C", "H", "H", "F", "C", "F", "F", "S", "O", "O", "N", "S", "O", "O", "C", "F", "F", "F", "C", "Si", "C", "C", "O", "H", "H", "H", "H", "H", "H", "H", "H", "H", "O", "N", "C", "C", "C", "C", "C", "H", "H", "H", "H", "H", "O", "B", "O", "C", "C", "C", "C", "C", "C", "H", "H", "H", "H"],
  "positions_angstrom": [[-0.56, -0.91, 0.73], [2.76, 0.97, 6.96], [1.81, 0.91, 5.49], [1.79, -0.25, 4.74], [1.03, -0.27, 3.58], [0.95, -1.77, 2.69], [0.26, 0.81, 3.08], [-0.41, 0.82, 2.00], [0.32, 1.95, 3.94], [-0.64, 3.33, 3.53], [1.07, 2.01, 5.10], [2.35, -1.12, 5.04], [1.06, 2.91, 5.70], [-4.33, -3.14, 3.53], [-3.76, -3.76, 2.49], [-2.69, -4.42, 2.92], [-4.64, -4.65, 2.01], [-3.31, -2.52, 1.20], [-2.20, -1.84, 1.86], [-4.52, -1.80, 0.97], [-2.94, -3.48, 0.03], [-1.60, -3.57, -0.79], [-1.74, -3.41, -2.20], [-0.43, -3.00, -0.10], [-1.27, -5.37, -0.59], [-0.13, -5.68, -1.22], [-1.15, -5.73, 0.69], [-2.25, -6.10, -1.13], [3.37, 0.33, -2.18], [2.28, -0.54, -0.91], [2.17, -2.32, -1.49], [3.37, -0.50, 0.62], [0.79, 0.13, -0.62], [4.31, -0.22, -2.23], [3.58, 1.36, -1.88], [2.92, 0.36, -3.17], [3.15, -2.65, -1.84], [1.45, -2.43, -2.31], [1.84, -2.98, -0.69], [4.37, -0.85, 0.36], [2.99, -1.13, 1.43], [3.45, 0.52, 1.01], [-1.96, -0.89, -0.71], [-2.18, 0.04, -1.68], [-3.43, 0.44, -1.91], [-3.77, 1.23, -2.97], [-2.71, 1.56, -3.89], [-1.45, 1.14, -3.69], [-1.00, 0.36, -2.47], [-4.14, 0.08, -1.18], [-4.79, 1.55, -3.12], [-2.95, 2.12, -4.79], [-0.68, 1.36, -4.42], [-0.55, -0.59, -2.77], [1.10, 1.89, -2.40], [0.10, 1.18, -1.60], [-0.47, 2.19, -0.70], [0.34, 3.26, -0.78], [0.26, 4.44, -0.08], [1.21, 5.43, -0.38], [2.17, 5.24, -1.35], [2.22, 4.05, -2.09], [1.29, 3.08, -1.79], [-0.49, 4.58, 0.68], [1.19, 6.37, 0.18], [2.89, 6.02, -1.56], [2.95, 3.89, -2.87]],
  "mulliken_charge": [1.8612, -0.2892, 0.3844, -0.9532, 0.9010, -0.2696, -0.4567, -0.6595, 0.3694, -0.2414, -0.7291, 0.4106, 0.4112, -0.2233, 0.4562, -0.2312, -0.2230, 1.1326, -0.7381, -0.6485, -0.5251, 1.2974, -0.7434, -0.6342, 0.4568, -0.2082, -0.2169, -0.2295, -1.3314, 0.8275, -1.1141, -1.0547, -0.3079, 0.4478, 0.2350, 0.3254, 0.4932, 0.2628, 0.1628, 0.4315, 0.2114, 0.2681, -0.1610, 0.1693, -0.2210, -1.0737, -0.0916, -1.7653, 0.4629, 0.4115, 0.3703, 0.3292, 0.3582, 0.0053, -0.7989, 1.8445, -0.7891, 0.7021, -0.9184, -0.5323, -0.5685, -0.9875, 0.3101, 0.4437, 0.3529, 0.3617, 0.4675],
  "e_lumo_ev": 4.02,
  "spin_multiplicity": 1,
  "de_lowest_ev": 0.0000,
  "mol_weight_da": 880.9,
  "fmax_ha_per_bohr": 0.0230,
  "total_charge": -2,
  "homo_ev": -0.737,
  "e_tot_ev": -131229.7544
}